Record 1
# C3H5N3

C3H5N3 in the gas phase at a distorted geometry (ωB97M-V/def2-TZVPD, the OMol25 dataset).

Calculated values
- LUMO (eV) = 0.29
- total charge = 0

Element x y z (Å)
N (0.386, -1.276, 0.036)
N (2.122, -0.424, -0.051)
N (1.873, 0.827, -0.009)
C (-0.219, -0.143, 0.046)
C (0.593, 1.077, 0.049)
C (-1.720, -0.314, -0.033)
H (-2.060, -0.061, -1.042)
H (-2.105, -1.331, 0.189)
H (3.145, -0.608, -0.073)
H (0.186, 2.064, 0.092)
H (-2.124, 0.347, 0.718)

Okay, here come the Löwdin numbers, in e, for every atom: number 1, N, carries 0.230; number 2, N, carries -0.002; number 3, N, carries -0.057; number 4, C, carries -0.430; number 5, C, carries -0.141; number 6, C, carries -0.046; number 7, H, carries 0.084; number 8, H, carries 0.087; number 9, H, carries 0.116; number 10, H, carries 0.087; number 11, H, carries 0.071

Record 2
# C14H11NO3S

C14H11NO3S in the gas phase at a distorted geometry (ωB97M-V/def2-TZVPD, the OMol25 dataset).

Calculated values
- LUMO (eV) = -1.31
- SMILES string = Cc1sc2c(=O)c3ccccc3c(=O)c=2n(C)c1O
- total charge = 0

Element x y z (Å)
S (1.129, 2.434, -0.272)
O (-1.439, 1.958, -1.890)
O (-0.441, -2.210, 1.131)
O (3.690, -0.290, 1.000)
N (1.331, 0.125, 1.417)
C (3.836, 2.293, -0.715)
C (-1.911, -1.144, -0.166)
C (0.170, 0.005, 0.649)
C (2.598, 1.713, 0.066)
C (-0.763, -1.152, 0.662)
C (-0.005, 1.082, -0.281)
C (-2.132, -0.035, -1.041)
C (-4.117, -1.200, -1.949)
C (2.569, 0.534, 0.890)
C (-3.948, -2.128, -0.919)
C (-2.841, -2.170, -0.141)
C (-3.202, -0.145, -1.958)
C (-1.177, 1.116, -1.097)
C (1.295, -0.345, 2.809)
H (4.845, 1.936, -0.359)
H (4.417, 0.153, 0.542)
H (0.280, -0.591, 3.223)
H (1.791, 0.358, 3.435)
H (-4.663, -2.860, -0.719)
H (3.796, 1.974, -1.764)
H (-2.554, -3.007, 0.511)
H (-5.029, -1.187, -2.567)
H (-3.401, 0.541, -2.824)
H (3.892, 3.434, -0.565)
H (1.984, -1.196, 2.892)

Okay, here come the Löwdin numbers, in e, for every atom: number 1, S, carries 1.068; number 2, O, carries 0.114; number 3, O, carries 0.137; number 4, O, carries 0.060; number 5, N, carries -0.085; number 6, C, carries -0.104; number 7, C, carries -0.109; number 8, C, carries -0.074; number 9, C, carries -0.552; number 10, C, carries -0.313; number 11, C, carries -0.318; number 12, C, carries -0.044; number 13, C, carries -0.046; number 14, C, carries -0.286; number 15, C, carries -0.078; number 16, C, carries -0.013; number 17, C, carries -0.006; number 18, C, carries -0.422; number 19, C, carries -0.016; number 20, H, carries 0.072; number 21, H, carries 0.086; number 22, H, carries 0.117; number 23, H, carries 0.075; number 24, H, carries 0.089; number 25, H, carries 0.073; number 26, H, carries 0.134; number 27, H, carries 0.117; number 28, H, carries 0.134; number 29, H, carries 0.097; number 30, H, carries 0.091

Record 3
# C10H16OS

2 unconnected molecules or ions with the total composition C10H16OS at a distorted geometry (ωB97M-V/def2-TZVPD, the OMol25 dataset).

Calculated values
- <S²> = 0.754
- LUMO (spin up / spin down) (eV) = -3.75 / -8.51
- total charge = +1
- spin multiplicity = 2

Element x y z (Å)
S (-2.342, -0.359, -2.934)
O (-0.913, 0.925, 3.552)
C (0.164, 0.379, 2.934)
C (-3.729, 0.898, -3.186)
C (1.024, 1.183, 2.129)
C (1.613, -0.623, 0.807)
C (0.381, -0.971, 2.842)
C (2.126, -1.067, -0.465)
C (1.705, 0.733, 1.026)
C (3.492, -0.495, -0.972)
C (1.068, -1.544, 1.755)
C (-1.040, 0.667, -2.212)
H (-0.199, -1.750, 3.436)
H (-1.090, 1.018, -1.125)
H (3.830, 0.379, -0.339)
H (1.045, 2.254, 2.295)
H (1.418, -0.683, -1.319)
H (2.365, 1.338, 0.261)
H (-0.231, -0.086, -2.273)
H (3.245, 0.018, -1.911)
H (2.138, -2.314, -0.500)
H (0.980, -2.604, 1.499)
H (-3.821, 1.402, -2.210)
H (-4.544, 0.216, -3.289)
H (4.311, -1.193, -0.876)
H (-0.999, 1.734, -2.643)
H (-0.891, 2.020, 3.541)
H (-3.616, 1.634, -3.969)

Okay, here come the Löwdin numbers, in e, for every atom: number 1, S, carries 1.124; number 2, O, carries 0.008; number 3, C, carries -0.349; number 4, C, carries -0.238; number 5, C, carries -0.035; number 6, C, carries -0.328; number 7, C, carries -0.030; number 8, C, carries -0.239; number 9, C, carries -0.067; number 10, C, carries -0.098; number 11, C, carries -0.008; number 12, C, carries -0.332; number 13, H, carries 0.141; number 14, H, carries 0.109; number 15, H, carries 0.070; number 16, H, carries 0.106; number 17, H, carries 0.086; number 18, H, carries 0.148; number 19, H, carries 0.015; number 20, H, carries 0.070; number 21, H, carries 0.169; number 22, H, carries 0.113; number 23, H, carries 0.072; number 24, H, carries 0.031; number 25, H, carries 0.070; number 26, H, carries 0.111; number 27, H, carries 0.210; number 28, H, carries 0.072

Record 4
# C5H9ClIN4

A gas-phase ion, C5H9ClIN4 (charge +1) at a distorted geometry (ωB97M-V/def2-TZVPD, the OMol25 dataset).

Calculated values
- LUMO (eV) = -3.48
- SMILES string = C[NH2+][C@@H]1N=C(I)C=C(Cl)N1N
- total charge = +1

Element x y z (Å)
I (-4.160, -0.557, -0.177)
Cl (-0.044, 3.370, -0.253)
N (-1.396, -0.827, 0.497)
N (0.342, 0.985, 0.250)
N (1.742, 1.097, 0.375)
N (0.937, -1.359, 0.201)
C (-0.110, -0.513, 0.807)
C (0.734, -1.804, -1.103)
C (-1.903, 1.431, -0.164)
C (-0.617, 1.803, -0.013)
C (-2.176, 0.105, 0.037)
H (2.081, 1.286, 1.336)
H (2.078, 1.706, -0.377)
H (-2.663, 2.231, -0.184)
H (1.431, -2.540, -1.400)
H (0.134, -0.499, 1.990)
H (1.114, -1.956, 0.981)
H (0.898, -1.047, -1.908)
H (1.811, -0.673, 0.261)
H (-0.233, -2.240, -1.156)

Okay, here come the Löwdin numbers, in e, for every atom: number 1, I, carries 0.937; number 2, Cl, carries 0.844; number 3, N, carries 0.013; number 4, N, carries -0.121; number 5, N, carries 0.059; number 6, N, carries -0.012; number 7, C, carries -0.242; number 8, C, carries -0.028; number 9, C, carries -0.183; number 10, C, carries -0.733; number 11, C, carries -0.796; number 12, H, carries 0.142; number 13, H, carries 0.113; number 14, H, carries 0.121; number 15, H, carries 0.099; number 16, H, carries 0.204; number 17, H, carries 0.169; number 18, H, carries 0.138; number 19, H, carries 0.179; number 20, H, carries 0.098

Record-wise total energy values, in hartree: -281.46391 -1218.66768 -863.63383 -1172.48191